The following is a quantum chemistry calculation of C13H23BrN6Ni as an isolated structure, from the Open Molecules 2025 dataset.

Output
Total charge: +2
HOMO-LUMO gap (alpha / beta) (eV): 9.14 / 9.15
Spin multiplicity: 1
Energy above the lowest of the compared OMol25 structures with the same formula, charge and spin (eV): 0.000

Geometry (Å):
Ni 0.684731 0.712246 0.365001
N -0.591022 0.818652 1.875872
C 0.146743 0.946312 3.168435
C 1.482143 0.252516 3.003197
N 2.051752 0.787787 1.748412
C 3.316816 0.181314 1.276665
C 3.466329 0.602100 -0.169975
N 2.166369 0.336339 -0.848470
H -1.326415 1.516558 1.820977
H -1.050241 -0.089144 1.830104
H -0.424576 0.532543 3.997192
H 0.295116 2.009001 3.362938
H 1.360012 -0.824756 2.878719
H 2.134788 0.431857 3.858894
H 2.203835 1.790081 1.866471
H 3.223833 -0.902057 1.371888
H 4.164285 0.512062 1.877532
H 4.286533 0.078741 -0.658953
H 3.665807 1.671991 -0.238553
H 2.101853 -0.656073 -1.080818
H 2.104267 0.851454 -1.722449
C -2.752534 3.212116 -2.964055
N -1.877508 2.166570 -2.423696
C -1.554345 0.982482 -3.037977
C -0.721192 0.324500 -2.190823
N -0.529335 1.100240 -1.065317
C -1.242421 2.203706 -1.247981
H -3.753728 2.814426 -3.106140
H -2.355104 3.565569 -3.911479
H -2.787961 4.036945 -2.258207
H -1.946792 0.715375 -4.004526
H -0.274831 -0.649020 -2.302037
H -1.304172 3.042978 -0.573963
Br 1.944591 -3.068152 0.197787
C 0.042734 -3.024473 0.075715
C -0.618539 -4.224067 -0.122979
C -2.000340 -4.180477 -0.209965
C -2.641576 -2.952808 -0.105621
C -1.868919 -1.824068 0.083043
N -0.530693 -1.843256 0.182673
H -0.069561 -5.150715 -0.204019
H -2.565525 -5.090638 -0.360661
H -3.717213 -2.870857 -0.172903
H -2.337996 -0.845903 0.140050

Cartesian forces, eV/Å:
Ni 0.37 0.22 0.34
N 0.17 0.04 -0.24
C -0.05 -0.01 -0.01
C -0.02 0.04 0.01
N -0.25 -0.21 -0.18
C 0.03 -0.04 0.02
C 0.05 -0.02 -0.02
N -0.18 0.14 0.04
H -0.01 0.00 -0.01
H 0.01 -0.03 0.01
H -0.02 -0.01 0.01
H 0.00 0.01 0.01
H -0.01 0.00 0.00
H 0.01 0.00 -0.01
H 0.04 0.01 0.05
H 0.00 0.15 -0.02
H 0.01 -0.01 0.02
H 0.01 -0.01 -0.01
H -0.01 0.00 0.00
H -0.02 0.00 0.03
H 0.04 -0.03 -0.02
C 0.06 -0.07 0.03
N -0.01 0.08 -0.02
C -0.06 0.04 0.01
C -0.01 0.02 -0.01
N -0.09 -0.23 -0.01
C -0.01 0.01 -0.02
H -0.01 -0.01 -0.01
H 0.00 0.00 -0.01
H 0.00 0.00 -0.01
H 0.01 0.00 0.02
H -0.01 0.03 0.01
H 0.00 -0.02 0.00
Br -0.03 -0.04 -0.03
C 0.12 -0.07 0.03
C -0.06 -0.06 -0.01
C 0.04 0.02 0.00
C 0.02 0.02 0.01
C -0.06 0.02 -0.02
N -0.07 0.00 0.02
H -0.01 0.00 0.00
H 0.01 0.01 0.00
H 0.01 -0.01 0.00
H 0.00 -0.01 0.00

Mulliken charges, unit e, in atom order: Ni -0.160; N -0.283; C -0.738; C -0.511; N -0.101; C -0.364; C -0.711; N -0.172; H 0.340; H 0.197; H 0.409; H 0.382; H 0.346; H 0.404; H 0.308; H 0.156; H 0.397; H 0.411; H 0.361; H 0.141; H 0.374; C -0.820; N 0.066; C -0.700; C -0.669; N 0.455; C -0.038; H 0.352; H 0.353; H 0.286; H 0.490; H 0.514; H 0.436; Br -0.082; C 0.304; C -0.658; C -0.280; C -1.019; C 0.150; N 0.035; H 0.430; H 0.420; H 0.432; H 0.356

=====

The following is a quantum chemistry calculation of a single C4H6O molecule, from the Open Molecules 2025 dataset.

Output
SMILES string: C=COC=C
HOMO-LUMO gap (eV): 10.03
Spin multiplicity: 1
Energy above the lowest of the compared OMol25 structures with the same formula, charge and spin (eV): 1.006

Geometry (Å):
C -2.243171 -0.113692 -0.470916
C -1.101811 -0.539012 0.047034
O 0.095199 -0.205202 -0.503146
C 1.142899 -0.043942 0.349234
C 2.223939 0.633668 0.001774
H -2.257161 0.507328 -1.350636
H -3.185261 -0.411122 -0.052386
H -1.059971 -1.150332 0.942194
H 1.025869 -0.493482 1.332354
H 2.309059 1.078988 -0.973376
H 3.050409 0.736798 0.677874

Cartesian forces, eV/Å:
C 0.27 -0.16 -0.12
C -0.58 0.20 0.20
O 0.13 0.06 -0.30
C 0.29 0.13 0.29
C -0.17 -0.16 -0.11
H 0.06 0.12 -0.12
H -0.14 -0.13 0.18
H 0.09 -0.07 0.02
H -0.05 -0.03 -0.06
H -0.03 0.10 -0.20
H 0.11 -0.06 0.22

Mulliken charges, unit e, in atom order: C -0.746; C 0.133; O -0.319; C 0.204; C -0.753; H 0.255; H 0.250; H 0.273; H 0.201; H 0.255; H 0.246

=====

The following is a quantum chemistry calculation of C28H8BiBr2Cl3F4IN5O3Si as an isolated structure at a distorted geometry, from the Open Molecules 2025 dataset.

Output
HOMO-LUMO gap (alpha / beta) (eV): 4.84 / 3.37
Spin multiplicity: 1

Geometry (Å):
Bi -1.370742 -1.434038 -0.709754
Br -2.397018 -0.589384 4.767103
C -1.674508 0.515495 3.457966
C -1.292117 1.768966 3.860566
C -0.831234 2.722346 2.978282
Br -0.220160 4.278274 3.818694
C -0.701470 2.476759 1.531175
C -0.584000 3.512096 0.552292
C -0.658579 3.139636 -0.795116
C -0.807202 1.827250 -1.169802
N -1.055576 0.842054 -0.210940
C -0.966307 1.156906 1.128456
C -1.424294 0.145181 2.039853
O -1.739971 -1.041099 1.647376
H -1.414580 1.958730 4.930237
H -0.449361 4.543867 0.930237
H -0.541067 3.862046 -1.573736
H -0.806805 1.405336 -2.149775
I -4.949236 0.625601 -8.919562
C -3.987860 0.049486 -7.206237
C -3.791088 0.968510 -6.168041
C -3.373732 0.521426 -4.947885
C -2.983599 -0.792987 -4.754799
C -3.093706 -1.717551 -5.820097
C -3.697644 -1.283296 -7.031922
C -2.351018 -1.125407 -3.439472
O -2.582767 -0.293688 -2.465233
O -1.525745 -2.084476 -3.323946
H -4.107713 1.997435 -6.350338
H -3.310624 1.256080 -4.123299
H -2.801955 -2.743562 -5.667387
H -4.100367 -2.013538 -7.761355
F 3.289655 -3.235772 2.870519
C 3.748605 -1.977299 2.821480
C 4.159881 -1.336746 3.944914
F 4.294037 -2.039260 5.090975
C 4.614845 0.023257 3.928292
C 4.459531 0.625470 2.612247
C 4.176518 -0.076428 1.506998
F 4.209727 0.581922 0.301542
C 3.832713 -1.451638 1.506590
C 3.292608 -2.158811 0.339094
C 1.899205 -2.282908 0.120965
N 0.746975 -2.347080 -0.087743
C 4.139946 -2.623955 -0.657630
N 4.724471 -3.207030 -1.464520
F 4.610687 1.950220 2.516857
C 5.102056 0.738664 5.037411
C 4.640899 0.555188 6.356160
N 4.283624 0.354456 7.450904
C 6.241107 1.584482 4.873823
N 7.283277 2.122222 4.808115
Cl -3.956294 -3.996500 0.901731
Si -4.066512 -2.334753 -0.354413
Cl -4.965177 -3.071204 -2.027624
Cl -5.170337 -0.850953 0.549769

Cartesian forces, eV/Å:
Bi -1.22 -0.41 -1.64
Br 0.05 -0.34 -0.61
C 0.73 -0.33 -2.02
C -0.23 0.23 0.48
C 0.68 -0.06 -0.50
Br -0.01 0.35 -0.48
C -0.49 1.00 1.08
C 0.04 -1.11 0.57
C 0.60 0.82 0.75
C -0.80 -2.81 2.93
N 0.67 2.39 0.13
C -0.63 0.59 -2.06
C -1.68 -2.33 2.03
O 0.84 1.72 -0.22
H 0.25 0.41 -0.47
H -0.10 -0.69 -0.62
H -0.01 0.44 -0.25
H -0.11 0.33 -0.71
I -0.24 0.31 -0.63
C 0.01 0.11 0.84
C -0.81 0.21 -1.21
C 0.28 1.16 0.87
C 0.36 -0.91 -0.65
C -0.71 1.26 0.07
C 0.00 -1.38 0.78
C 1.27 -0.32 0.36
O 0.38 -0.89 -0.19
O -1.48 1.14 0.36
H 0.28 -0.24 0.29
H 0.01 -0.71 -0.48
H 0.00 -0.13 -0.01
H 0.86 0.44 0.40
F 0.24 0.15 0.72
C -0.47 -1.19 -2.39
C 1.11 1.07 1.76
F -0.34 0.41 -0.58
C -1.75 -1.20 -2.73
C 1.11 0.61 2.72
C -0.06 -1.03 -2.96
F -0.24 -0.54 1.25
C -0.89 1.43 1.77
C -1.71 0.48 0.13
C 1.45 0.28 0.39
N 1.25 -0.62 0.71
C 0.11 -0.98 -0.62
N 0.37 0.33 -0.24
F 0.22 -0.03 -0.01
C 0.80 0.74 0.45
C -0.44 -0.74 1.70
N 0.44 0.45 -1.65
C 1.91 0.80 0.06
N -2.30 -0.89 0.03
Cl -0.07 0.43 -0.08
Si 0.69 -0.34 0.64
Cl -0.10 0.26 -0.18
Cl -0.12 -0.11 -0.11

Mulliken charges, unit e, in atom order: Bi 1.425; Br -0.035; C -0.384; C -0.525; C -0.221; Br -0.115; C 0.725; C -0.175; C -0.940; C -0.420; N -0.271; C 0.282; C 1.179; O -0.602; H 0.408; H 0.360; H 0.429; H 0.613; I 0.129; C 0.161; C -0.519; C -0.343; C 0.477; C -0.494; C -0.534; C 0.715; O -0.757; O -0.778; H 0.320; H 0.283; H 0.438; H 0.299; F -0.286; C 0.439; C 0.220; F -0.291; C 0.376; C 0.470; C 0.428; F -0.333; C 0.507; C -0.651; C 0.450; N -0.843; C 0.058; N -0.533; F -0.314; C 0.173; C 0.063; N -0.424; C 0.031; N -0.435; Cl -0.259; Si 0.492; Cl -0.217; Cl -0.251

=====

The following is a quantum chemistry calculation of a single C6H5BrClF3N2 molecule at a distorted geometry, from the Open Molecules 2025 dataset.

Output
SMILES string: N/C(Cl)=N/C=C(Br)\C=C\C(F)(F)F
HOMO-LUMO gap (eV): 8.41
Spin multiplicity: 1
Energy above the lowest of the compared OMol25 structures with the same formula, charge and spin (eV): 0.000

Geometry (Å):
N -1.161012 1.918571 -2.384215
C -0.306137 2.113648 -1.360761
Cl 0.440284 3.727498 -1.367657
N -0.227869 1.327040 -0.403239
C 0.699698 1.466469 0.588947
C 0.957381 0.485789 1.472842
Br 2.244340 0.857308 2.890428
C 0.698198 -0.969148 1.313914
C -0.239901 -1.488657 0.485387
C -0.332774 -2.982384 0.365619
F 0.464489 -3.383960 -0.725280
F 0.167347 -3.584133 1.457453
F -1.550911 -3.471171 0.086032
H -1.301489 2.795354 -2.957313
H -1.973486 1.388614 -2.346653
H 0.946995 2.450292 1.004877
H 1.341897 -1.747424 1.950029
H -0.867050 -0.903705 -0.070409

Cartesian forces, eV/Å:
N 1.16 3.88 -2.48
C -1.22 0.99 0.08
Cl 0.19 -0.40 -0.35
N 0.80 -1.37 0.12
C -0.73 0.50 2.74
C 1.35 -1.35 -0.27
Br -0.73 -0.02 -0.56
C 0.24 -1.54 0.65
C 2.09 -1.18 2.38
C 1.25 0.08 -1.31
F -0.76 0.19 1.22
F -0.43 -0.38 -0.44
F 0.25 0.30 0.48
H 0.25 -1.67 0.85
H -1.18 -1.50 0.69
H 0.30 0.08 -0.91
H -1.43 2.16 -1.46
H -1.43 1.22 -1.43

Mulliken charges, unit e, in atom order: N -0.448; C 0.605; Cl -0.230; N -0.294; C -0.231; C 0.071; Br -0.206; C -0.047; C -0.896; C 0.917; F -0.267; F -0.255; F -0.255; H 0.229; H 0.242; H 0.278; H 0.228; H 0.558

=====

no.,DFT total energy (Eh),M (u)
1,-4919.5789,402.0
2,-231.1868,70.1
3,-9301.1483,1168.5
4,-3674.9141,277.5